Formula: C5H6N3O
Source: the OMol25 dataset
Level of theory: ωB97M-V/def2-TZVPD

Each line ends with the Mulliken charge.
Positions of all 15 atoms, in Å:
N: 1.31663 -1.94266 0.20731  -0.561
C: 1.72207 -0.88061 0.00447  0.313
N: 2.42154 0.30043 0.06054  0.243
O: 3.55431 0.72492 -0.48783  -0.822
C: 1.53853 1.43152 0.06078  -0.267
C: 0.17444 1.51853 0.12704  -0.542
C: -0.94006 0.55359 0.10947  -0.152
C: -1.32774 -0.71566 -0.45052  -0.230
N: -2.48521 -1.59204 -0.20737  -0.643
H: 2.00287 2.33538 -0.14334  0.428
H: -0.22448 2.38246 0.67161  0.150
H: -1.82864 0.90515 0.69758  0.068
H: -0.80834 -1.19087 -1.25291  0.520
H: -2.97772 -1.23940 0.57981  0.240
H: -2.13821 -2.59074 0.02336  0.256

## Properties
charge: -1
relative energy (zero: lowest compared OMol25 entry of this formula, charge and spin): 38.7 kcal/mol
frontier orbital gap: 0.2371 hartree
spin multiplicity: 1
structure (SMILES): N#CN([O-])/C=C\C=C\N
lowest unoccupied orbital energy: 0.1442 Eh
highest occupied orbital energy: -2.53 eV
max |F|: 5.29 eV Å⁻¹



Formula: FH2O3PS
Source: the OMol25 dataset
Level of theory: ωB97M-V/def2-TZVPD

Each line ends with the Mulliken charge.
Positions of all 8 atoms, in Å:
O: 2.50543 2.48576 1.18391  -0.525
S: 2.92101 1.17882 0.83357  1.259
O: 4.18532 0.74136 1.39209  -0.491
F: 3.09801 1.16812 -0.79258  -0.249
O: 1.61475 0.25287 0.77849  -0.331
P: -0.19064 0.49974 0.49081  0.161
H: -0.12351 0.61842 -0.89671  0.087
H: -0.34955 -0.88691 0.51946  0.089

## Properties
relative energy (zero: lowest compared OMol25 entry of this formula, charge and spin): 41.4 kcal/mol
frontier orbital gap: 0.3745 hartree
spin multiplicity: 1
structure (SMILES): O=S(=O)(F)OP
lowest unoccupied orbital energy: -0.0334 Eh
highest occupied orbital energy: -11.10 eV
max |F|: 3.09 eV Å⁻¹



Formula: C2H2N2O
Source: the OMol25 dataset
Level of theory: ωB97M-V/def2-TZVPD

Each line ends with the Mulliken charge.
Positions of all 7 atoms, in Å:
N: 1.86164 1.43229 -0.77196  -0.264
C: 1.07910 0.87762 -0.14933  0.198
C: 0.16064 0.11991 0.64228  0.499
N: -0.97427 -0.53192 -0.31530  -0.474
O: 0.16829 -0.11167 1.80590  -0.420
H: -0.80517 -0.49835 -1.30195  0.229
H: -1.49023 -1.28789 0.09036  0.231

## Properties
relative energy (zero: lowest compared OMol25 entry of this formula, charge and spin): 23.8 kcal/mol
frontier orbital gap: 0.3832 hartree
spin multiplicity: 1
structure (SMILES): N#CC(N)=O
lowest unoccupied orbital energy: -0.0137 Eh
highest occupied orbital energy: -10.80 eV
max |F|: 6.32 eV Å⁻¹



Formula: C6H14O4
Source: the OMol25 dataset
Level of theory: ωB97M-V/def2-TZVPD

Each line ends with the Mulliken charge.
Positions of all 24 atoms, in Å:
C: -2.23519 0.64736 0.38561  -1.784
C: -1.32867 -0.45214 -0.16333  1.474
C: -1.45325 -1.73354 0.66210  -1.721
O: -1.75089 -0.68178 -1.50268  -0.637
C: 0.15765 0.00501 -0.26178  0.681
C: 0.79091 0.35386 1.14927  -1.539
O: 0.22948 1.15293 -1.05359  -0.548
O: 0.83595 -1.06129 -0.86453  -0.574
H: -2.16760 0.70937 1.46702  0.349
H: -3.25996 0.40772 0.11420  0.476
H: -1.98067 1.60882 -0.05317  0.354
H: -1.23868 -1.54176 1.70824  0.339
H: -2.46584 -2.11689 0.56383  0.440
H: -0.75913 -2.48438 0.29248  0.354
H: -1.16199 -1.35520 -1.86943  0.418
H: 0.02825 0.86661 1.73523  0.383
H: 1.62547 1.05292 1.09723  0.418
H: 1.06258 -0.57730 1.64559  0.338
H: -0.20478 0.95007 -1.90103  0.403
H: 1.78320 -0.84197 -0.92076  0.453
C: 3.35566 1.27536 -0.53977  -0.141
O: 3.41120 0.09054 -0.74795  -0.499
H: 4.14280 1.79474 0.02493  0.298
H: 2.58346 1.93092 -0.96770  0.266

## Properties
relative energy (zero: lowest compared OMol25 entry of this formula, charge and spin): 31.2 kcal/mol
frontier orbital gap: 0.3849 hartree
spin multiplicity: 1
structure (SMILES): CC(C)(O)C(C)(O)O.C=O
lowest unoccupied orbital energy: 0.0155 Eh
highest occupied orbital energy: -10.05 eV
max |F|: 1.52 eV Å⁻¹



Formula: C2H5NO
Source: the OMol25 dataset
Level of theory: ωB97M-V/def2-TZVPD

Each line ends with the Mulliken charge.
Positions of all 9 atoms, in Å:
C: -1.56321 0.54149 0.36410  -0.223
N: -0.83126 -0.03911 -0.45241  -0.316
C: 0.66992 -0.41537 -0.50221  -0.261
O: 2.11682 -0.11013 0.07254  -0.500
H: -2.61617 0.49922 0.10663  0.250
H: -1.29410 1.06589 1.27804  0.231
H: 0.90160 -0.27556 -1.55548  0.244
H: 0.58681 -1.48368 -0.28913  0.296
H: 2.02961 0.21726 0.97792  0.279

## Properties
relative energy (zero: lowest compared OMol25 entry of this formula, charge and spin): 74.9 kcal/mol
frontier orbital gap: 0.3901 hartree
spin multiplicity: 1
structure (SMILES): C=NCO
lowest unoccupied orbital energy: 0.0255 Eh
highest occupied orbital energy: -9.92 eV
max |F|: 3.35 eV Å⁻¹



Formula: C17H29AuN3NbOS
Source: the OMol25 dataset
Level of theory: ωB97M-V/def2-TZVPD

Each line ends with the Mulliken charge.
Positions of all 53 atoms, in Å:
N: -1.87459 -1.68617 0.17598  -0.489
C: -2.99821 -2.18814 0.41611  0.701
O: -3.69172 -2.99413 -0.17209  -0.378
Au: -3.93785 -1.64073 1.92998  0.468
Nb: -0.25425 -0.67779 0.48203  0.868
N: -0.28994 1.26817 -0.11188  -0.049
N: 0.81745 -1.54884 -0.93240  0.956
C: -0.45720 1.78934 -1.49221  1.470
C: 0.50227 -2.67581 -1.82091  0.749
C: -0.45684 3.32172 -1.55650  -1.838
C: 0.66043 1.28936 -2.42666  -1.358
C: -1.80540 1.32310 -2.00459  -1.583
C: 0.50992 -3.94264 -0.97942  -1.477
C: 1.52604 -2.75981 -2.94015  -1.580
C: -0.85040 -2.47476 -2.47874  -1.277
H: -1.16603 3.74335 -0.84325  0.427
H: -0.78953 3.61675 -2.56036  0.496
H: 0.52218 3.78674 -1.41823  0.412
H: 1.64480 1.71944 -2.19082  0.316
H: 0.40842 1.58936 -3.45747  0.486
H: 0.74920 0.18790 -2.40944  0.197
H: -1.79956 0.24412 -2.21724  0.269
H: -2.03276 1.87449 -2.92487  0.475
H: -2.55218 1.55949 -1.23600  0.338
H: 1.50867 -4.10067 -0.56762  0.349
H: 0.24646 -4.78670 -1.62406  0.481
H: -0.20321 -3.87415 -0.15082  0.258
H: 2.52282 -3.00378 -2.57076  0.408
H: 1.55520 -1.83161 -3.52146  0.346
H: 1.20277 -3.57194 -3.59628  0.496
H: -1.04324 -3.34965 -3.10633  0.576
H: -0.84985 -1.58102 -3.10878  0.288
H: -1.67530 -2.40961 -1.77608  0.076
C: 0.56708 2.10791 0.70727  -0.988
H: 1.13992 1.55500 1.45075  0.296
H: 1.28665 2.60101 0.05162  0.409
H: -0.02612 2.86555 1.22411  0.316
C: 2.24169 -1.41860 -0.53480  -1.091
H: 2.31708 -0.99784 0.48910  0.374
H: 2.67788 -2.42947 -0.55848  0.453
H: 2.74786 -0.76080 -1.26158  0.276
S: 0.58930 -0.92531 2.65202  -0.206
C: 0.27966 0.55106 3.63016  0.347
C: 1.35005 1.07849 4.38740  -0.342
C: 1.17430 2.30436 5.03577  -0.456
C: -0.05455 2.97959 4.97551  -0.498
C: -1.12786 2.39556 4.29206  -0.533
C: -0.98373 1.15339 3.66523  0.092
H: 2.28278 0.51442 4.46459  0.431
H: 1.99936 2.73739 5.59344  0.414
H: -0.18407 3.95017 5.46204  0.422
H: -2.09228 2.89382 4.26463  0.409
H: -1.83356 0.62894 3.20045  -0.002

## Properties
charge: +2
frontier orbital gap (spin up / spin down): 0.1364 / 0.1371 hartree
spin multiplicity: 1
lowest unoccupied orbital energy (spin up / spin down): -0.4040 / -0.4040 Eh
highest occupied orbital energy (spin up / spin down): -14.71 / -14.72 eV
max |F|: 7.97 eV Å⁻¹



Formula: C26H45Cl3O2P2V
Source: the OMol25 dataset
Level of theory: ωB97M-V/def2-TZVPD

Each line ends with the Mulliken charge.
Positions of all 79 atoms, in Å:
V: -0.06232 -0.98150 0.21838  -1.085
C: 0.01737 -1.24041 2.33824  -0.258
C: 0.43163 -2.42069 1.63753  1.627
C: 1.86546 -0.69926 1.06022  0.802
C: 0.92584 -0.19229 2.01541  1.218
C: 1.58027 -2.08199 0.83784  0.461
C: -1.05092 -1.20169 3.38185  -1.662
H: -1.96838 -1.68641 3.02849  0.296
H: -1.30255 -0.17828 3.68290  0.334
H: -0.73984 -1.74332 4.28572  0.451
C: 1.20157 1.02342 2.83455  -0.866
H: 0.37103 1.26307 3.49654  0.572
H: 1.44485 1.87043 2.17620  -0.106
H: 2.08201 0.84957 3.47731  0.304
C: 3.12438 0.00739 0.67644  -0.789
H: 3.87395 -0.12367 1.47838  0.452
H: 2.97884 1.09891 0.56742  -0.234
H: 3.56398 -0.42305 -0.23106  0.614
C: 2.43681 -2.98656 0.03967  -1.463
H: 2.38455 -4.01163 0.41489  0.339
H: 3.47733 -2.64870 0.06815  0.451
H: 2.13227 -2.97978 -1.00561  0.110
C: -0.09895 -3.77308 1.94849  -1.364
H: 0.05953 -4.03033 3.01593  0.339
H: 0.37198 -4.52729 1.30448  0.361
H: -1.17995 -3.79280 1.76457  0.275
C: -2.08881 -0.46141 -1.18509  1.177
C: -2.19224 -1.42585 -0.15537  -0.199
C: -2.70073 -2.82120 -0.41701  -1.750
C: -1.71661 -3.84336 -1.01700  -1.535
C: -0.43522 -3.27337 -1.52216  0.160
C: -0.37139 -2.31433 -2.47385  -0.569
C: -1.54985 -1.85469 -3.28956  -1.694
C: -2.47017 -0.82315 -2.59972  -1.628
H: -3.57521 -2.75837 -1.08819  0.452
H: -2.25579 -4.39250 -1.81494  0.612
H: -3.07095 -3.22433 0.54168  0.511
H: -3.49925 -1.21478 -2.64044  0.514
H: -2.35256 0.58069 -0.95974  -0.946
H: -2.31578 -1.08438 0.88141  0.915
H: -2.50225 0.09057 -3.21406  0.599
H: -1.17544 -1.41227 -4.22951  0.413
H: 0.59293 -2.00986 -2.87717  0.746
H: -2.17764 -2.70580 -3.60391  0.473
H: -1.48133 -4.59949 -0.25301  0.420
H: 0.43794 -3.88542 -1.30073  0.958
P: -1.61076 1.81636 1.00504  1.313
C: -1.31689 2.96272 2.39885  -0.941
H: -2.06125 3.76901 2.37183  0.578
H: -0.31340 3.39695 2.28884  -0.220
H: -1.40087 2.41540 3.34796  0.421
C: -1.78118 3.02815 -0.37268  -1.062
H: -2.45158 3.83763 -0.05018  0.623
H: -2.17643 2.54957 -1.27918  0.447
H: -0.77564 3.43676 -0.56621  -0.017
C: -3.36189 1.37306 1.36915  -1.226
H: -3.77379 0.71346 0.59726  0.366
H: -3.94744 2.30149 1.42839  0.526
H: -3.38250 0.85362 2.34013  0.368
P: 1.54987 0.66856 -1.86483  1.645
C: 2.70120 -0.40498 -2.83708  -1.502
H: 2.77470 -0.00298 -3.85690  0.588
H: 2.36421 -1.44523 -2.88384  0.279
H: 3.69448 -0.37911 -2.36643  0.500
C: 0.22963 1.06307 -3.06894  -0.887
H: -0.46234 0.22385 -3.14352  -0.414
H: 0.67411 1.26920 -4.05189  0.673
H: -0.31467 1.94349 -2.70042  0.283
C: 2.48074 2.24341 -2.03603  -1.453
H: 3.09137 2.20760 -2.94877  0.610
H: 3.11054 2.43173 -1.15688  0.355
H: 1.75289 3.06290 -2.09174  0.405
Cl: 3.15098 6.48301 1.11550  -0.095
C: 1.84523 5.37722 1.47181  0.701
Cl: 1.66793 5.13238 3.24638  -0.151
Cl: 0.31202 5.99497 0.80454  -0.139
C: 2.17255 3.90642 0.86012  -0.033
O: 3.37379 3.58585 0.84798  -0.718
O: 1.16402 3.22774 0.48717  -0.632

## Properties
charge: +2
⟨S²⟩: 1.088
frontier orbital gap (spin up / spin down): 0.1578 / 0.1750 hartree
spin multiplicity: 2
lowest unoccupied orbital energy (spin up / spin down): -0.3319 / -0.3148 Eh
highest occupied orbital energy (spin up / spin down): -13.33 / -13.33 eV
max |F|: 5.28 eV Å⁻¹



Formula: C2H7N2S
Source: the OMol25 dataset
Level of theory: ωB97M-V/def2-TZVPD

Each line ends with the Mulliken charge.
Positions of all 12 atoms, in Å:
C: -1.13493 -2.06883 0.63696  -0.732
S: -0.27049 -1.37308 2.06672  -0.700
H: -1.06520 -3.16537 0.56981  0.253
H: -0.60167 -1.78658 -0.28082  0.131
H: -2.18252 -1.79898 0.62863  0.209
N: 0.02457 1.41557 0.25495  -0.284
C: 0.90310 1.34545 -0.75902  0.235
N: 1.65502 2.29239 -1.20494  -0.784
H: -0.20353 2.34036 0.58070  0.205
H: -0.22621 0.54415 0.73603  0.033
H: 0.91427 0.37806 -1.26729  0.202
H: 2.18759 1.87686 -1.96172  0.231

## Properties
charge: -1
relative energy (zero: lowest compared OMol25 entry of this formula, charge and spin): 5.2 kcal/mol
frontier orbital gap: 0.2489 hartree
spin multiplicity: 1
lowest unoccupied orbital energy: 0.1518 Eh
highest occupied orbital energy: -2.64 eV
max |F|: 1.15 eV Å⁻¹